[1]
This record from the OMol25 dataset describes a 3-piece molecular cluster, C4H15NO2 overall. The level of theory is ωB97M-V with the def2-TZVPD basis set.

Last column: natural (NBO) charge in e.
Atoms and positions in Å:
C -0.789 1.304 -2.638  -0.61
C 0.472 1.404 -1.725  -0.43
C 0.859 0.174 -0.928  -0.21
N 0.525 0.063 0.455  -0.64
C 0.653 -1.485 0.817  -0.43
H -0.702 0.530 -3.347  0.20
H -1.040 2.146 -3.297  0.22
H -1.737 1.072 -2.038  0.20
H 0.313 2.138 -0.893  0.21
H 1.380 1.740 -2.333  0.22
H 1.950 0.020 -0.974  0.19
H 0.334 -0.792 -1.436  0.13
H -0.465 0.302 0.469  0.35
H 1.649 -1.723 0.814  0.20
H -0.005 -2.035 0.112  0.19
H 0.152 -1.742 1.777  0.21
O 2.155 0.202 3.317  -0.97
H 1.663 0.171 2.395  0.50
H 2.211 -0.746 3.630  0.46
O -2.983 -1.170 1.838  -0.98
H -3.758 -0.899 1.299  0.49
H -2.838 -0.672 2.686  0.49

Forces on atoms 1 to 6 (eV/Å):
-1.1 0.3 1.6
0.2 1.6 0.2
0.2 -3.5 -2.5
-0.7 -1.8 1.6
-4.4 2.5 -0.1
0.4 -1.4 -0.7

Properties
SMILES   CCCNC.O.O
E_LUMO   0.58 eV
Strongest force on any atom   5.1 eV Å⁻¹
Highest occupied orbital energy   -9.32 eV
HOMO-LUMO gap   0.364 Ha

=====

[2]
This record from the OMol25 dataset describes C2H7NOSi as an isolated structure. The level of theory is ωB97M-V with the def2-TZVPD basis set.

Last column: natural (NBO) charge in e.
Atoms and positions in Å:
C -1.059 0.621 0.368  -0.31
C -0.926 -0.829 0.146  -0.63
N -0.041 1.298 -0.338  -0.32
O 1.290 1.067 0.224  -0.75
Si 1.582 -0.584 0.005  1.23
H -1.900 1.299 -0.038  0.22
H -1.001 0.935 1.381  0.21
H -1.084 -1.460 0.982  0.20
H -1.415 -1.143 -0.745  0.20
H 0.045 1.086 -1.297  0.34
H 2.625 -1.302 0.725  -0.18
H 1.884 -0.989 -1.413  -0.22

Forces on atoms 1 to 6 (eV/Å):
-1.2 1.4 -1.0
2.5 0.0 0.4
2.3 3.0 0.8
0.0 -1.3 -0.2
-3.4 -0.1 -1.3
0.2 -1.9 0.4

Properties
E_LUMO   0.55 eV
Strongest force on any atom   3.9 eV Å⁻¹
Highest occupied orbital energy   -8.91 eV
HOMO-LUMO gap   0.348 Ha

=====

[3]
This record from the OMol25 dataset describes C4H9NO2 in the gas phase. The level of theory is ωB97M-V with the def2-TZVPD basis set.

Last column: natural (NBO) charge in e.
Atoms and positions in Å:
C 1.224 -0.631 -0.807  -0.63
C 0.546 0.459 0.047  -0.05
C 1.225 0.476 1.393  -0.62
N -0.887 0.188 0.282  -0.63
C -1.782 -0.338 -0.574  0.88
O -1.619 -1.101 -1.499  -0.65
O -3.027 0.148 -0.317  -0.71
H 2.288 -0.806 -0.563  0.21
H 0.599 -1.538 -0.731  0.24
H 1.250 -0.471 -1.882  0.22
H 0.716 1.391 -0.489  0.19
H 2.264 0.871 1.398  0.22
H 0.786 1.038 2.231  0.21
H 1.296 -0.536 1.815  0.22
H -1.265 1.027 0.703  0.40
H -3.614 -0.176 -1.006  0.50

Forces on atoms 1 to 6 (eV/Å):
-0.3 -0.9 -0.4
0.9 -1.1 -0.6
1.1 0.1 1.8
0.7 1.5 0.5
-0.8 -0.2 -1.6
0.4 -0.1 0.2

Properties
SMILES   CC(C)NC(=O)O
E_LUMO   0.80 eV
Strongest force on any atom   2.1 eV Å⁻¹
Highest occupied orbital energy   -10.15 eV
HOMO-LUMO gap   0.402 Ha

=====

[4]
This record from the OMol25 dataset describes C3H3NO3S in the gas phase. The level of theory is ωB97M-V with the def2-TZVPD basis set.

Last column: natural (NBO) charge in e.
Atoms and positions in Å:
O 2.160 -0.167 -0.265  -0.50
C 0.999 -0.321 -0.122  0.68
C 0.237 -1.571 0.064  -0.69
S -1.491 -1.200 -0.046  0.28
C -1.217 0.552 -0.106  0.49
O -2.061 1.377 -0.236  -0.58
N 0.086 0.821 0.252  -0.22
O 0.441 2.132 0.019  -0.50
H 0.664 -1.877 1.063  0.28
H 0.642 -2.226 -0.778  0.27
H -0.459 2.480 0.156  0.48

Forces on atoms 1 to 6 (eV/Å):
0.6 -0.1 -0.6
-0.9 3.3 1.5
1.9 -1.1 -0.6
-0.7 -0.3 -0.2
0.5 -1.4 1.2
-0.9 1.1 -0.4

Properties
SMILES   O=C1CSC(=O)N1O
E_LUMO   0.40 eV
Strongest force on any atom   3.8 eV Å⁻¹
Highest occupied orbital energy   -10.00 eV
HOMO-LUMO gap   0.382 Ha

=====

What is the strongest force on any atom in the second record?
3.9 eV Å⁻¹